1.
{
  "formula": "C2H3FLi",
  "method": "wB97M-V/def2-TZVPD",
  "multiplicity": 2,
  "relative_energy_kcal_mol": 0.0,
  "lumo_ev": [-0.05, -1.44],
  "s2": 0.76,
  "fmax_ev_per_a": 1.56,
  "charge": 0,
  "e_homo_ev": [-9.7, -9.7],
  "elements": ["H", "C", "C", "F", "H", "H", "Li"],
  "xyz": [[1.3037, -0.2608, 3.0471], [1.6981, -1.2449, 2.7463], [1.6364, -2.4795, 3.1912], [5.3991, -1.8131, 2.7082], [1.1380, -2.7172, 4.1424], [2.0655, -3.3250, 2.6389], [3.9087, -1.5801, 3.5775]],
  "forces_ev_per_a": [[0.3, -0.6, -0.2], [-0.4, 0.1, 0.4], [0.1, 0.2, 0.0], [-1.2, 0.2, 0.8], [0.1, 0.1, -0.3], [-0.1, 0.3, 0.1], [1.3, -0.2, -0.8]]
}

2.
{
  "formula": "C39H79N2O14",
  "method": "wB97M-V/def2-TZVPD",
  "lumo_ev": -4.05,
  "fmax_ev_per_a": 8.78,
  "charge": 1,
  "e_homo_ev": -10.2,
  "elements": ["C", "C", "C", "O", "C", "N", "C", "C", "N", "C", "C", "C", "O", "C", "C", "C", "C", "C", "C", "H", "H", "H", "H", "H", "H", "H", "H", "H", "H", "H", "H", "H", "H", "H", "H", "H", "H", "H", "C", "O", "C", "C", "O", "C", "H", "H", "H", "H", "H", "H", "H", "H", "H", "H", "C", "O", "C", "C", "O", "C", "H", "H", "H", "H", "H", "H", "H", "H", "H", "H", "C", "O", "C", "C", "O", "C", "H", "H", "H", "H", "H", "H", "H", "H", "H", "H", "C", "O", "C", "C", "O", "C", "H", "H", "H", "H", "H", "H", "H", "H", "H", "H", "C", "O", "C", "C", "O", "C", "H", "H", "H", "H", "H", "H", "H", "H", "H", "H", "C", "O", "C", "C", "O", "C", "H", "H", "H", "H", "H", "H", "H", "H", "H", "H"],
  "xyz": [[3.9749, -5.7594, -4.0669], [5.4899, -5.4435, -4.6089], [6.6258, -5.3316, -3.4223], [6.6490, -6.5312, -2.5293], [6.0551, -6.1584, -1.2049], [7.1149, -5.4926, -0.3099], [8.5760, -5.8498, -0.5263], [9.2989, -4.9131, 0.6257], [8.2395, -4.1062, 1.3883], [6.8681, -4.4645, 0.8141], [5.4413, -3.8178, 1.3388], [5.4570, -2.1473, 1.2594], [5.3937, -1.3492, 2.3370], [5.5392, -1.5419, -0.2970], [6.8335, -0.6549, -0.7734], [6.8254, -0.1327, -2.3614], [5.5380, -0.5507, -3.3350], [4.2550, -1.4553, -2.8276], [4.2527, -1.9546, -1.2659], [3.9286, -6.3093, -3.0347], [3.4655, -6.4647, -4.8682], [3.3475, -4.7525, -4.0851], [5.8369, -6.3268, -5.3263], [5.4674, -4.3977, -5.1747], [7.6974, -5.2975, -3.9378], [6.4710, -4.3474, -2.8044], [5.0885, -5.5046, -1.3388], [5.7483, -7.1814, -0.6737], [9.0994, -6.5847, -1.2731], [10.4335, -4.8339, 0.9024], [8.3543, -3.4291, 2.1781], [4.6129, -4.2271, 0.5835], [5.1274, -4.1561, 2.4157], [7.7371, -0.4222, -0.0346], [7.7444, 0.5088, -2.7278], [5.5246, -0.2143, -4.4655], [3.3583, -1.7857, -3.5039], [3.3702, -2.5905, -0.8282], [1.8784, 0.5036, -4.8964], [1.1214, -0.7002, -4.9515], [-0.1089, -0.5995, -4.2282], [-1.2951, -0.3954, -5.1749], [-1.2369, 0.8855, -5.8103], [-0.7735, 0.8007, -7.1545], [2.6930, 0.4303, -5.6233], [1.2692, 1.3778, -5.1454], [2.3078, 0.6242, -3.8981], [-0.0599, 0.2009, -3.4802], [-0.2431, -1.5467, -3.6971], [-2.2200, -0.4178, -4.5893], [-1.3486, -1.1998, -5.9186], [-1.5565, 0.3672, -7.7862], [0.1365, 0.2014, -7.2326], [-0.5596, 1.8106, -7.5084], [-3.3596, 6.1357, -6.2438], [-3.4304, 5.4558, -4.9956], [-2.8429, 4.1527, -5.0549], [-1.4505, 4.1413, -4.4179], [-0.5199, 4.9047, -5.1917], [-0.2642, 6.1841, -4.6203], [-3.6360, 7.1819, -6.0811], [-2.3504, 6.1054, -6.6657], [-4.0682, 5.6903, -6.9475], [-2.8064, 3.7853, -6.0876], [-3.4950, 3.4844, -4.4845], [-1.0800, 3.1111, -4.4012], [-1.4879, 4.5017, -3.3826], [0.3590, 6.0693, -3.7268], [-1.1889, 6.7041, -4.3601], [0.2815, 6.7837, -5.3509], [-0.0370, -2.4910, 4.9127], [1.2944, -2.2594, 5.3590], [2.1929, -2.0089, 4.2742], [2.5055, -0.5154, 4.1449], [1.3514, 0.2219, 3.7300], [0.7370, 0.9164, 4.8111], [-0.6989, -2.4733, 5.7839], [-0.3689, -1.7212, 4.2095], [-0.1023, -3.4755, 4.4415], [1.7953, -2.4106, 3.3345], [3.1207, -2.5429, 4.5009], [3.2647, -0.3812, 3.3675], [2.9101, -0.1149, 5.0824], [1.3557, 1.7746, 5.0952], [0.5873, 0.2676, 5.6771], [-0.2346, 1.2832, 4.4759], [-3.0392, 3.2389, 3.3466], [-1.7079, 3.4705, 3.7929], [-0.8094, 3.7210, 2.7081], [-0.4968, 5.2145, 2.5788], [-1.6509, 5.9518, 2.1639], [-2.2653, 6.6463, 3.2450], [-3.7012, 3.2566, 4.2178], [-3.3712, 4.0087, 2.6434], [-3.1046, 2.2544, 2.8754], [-1.2070, 3.3192, 1.7684], [0.1184, 3.1870, 2.9348], [0.2624, 5.3487, 1.8014], [-0.0922, 5.6150, 3.5163], [-1.6466, 7.5045, 3.5291], [-2.4150, 5.9975, 4.1110], [-3.2369, 7.0131, 2.9098], [-9.2414, 5.8833, 1.5653], [-9.3122, 5.2034, 2.8135], [-8.7247, 3.9003, 2.7542], [-7.3323, 3.8889, 3.3913], [-6.4017, 4.6523, 2.6174], [-6.1460, 5.9317, 3.1888], [-9.5178, 6.9294, 1.7281], [-8.2322, 5.8530, 1.1435], [-9.9500, 5.4379, 0.8617], [-8.6882, 3.5329, 1.7216], [-9.3768, 3.2320, 3.3247], [-6.9619, 2.8587, 3.4079], [-7.3697, 4.2493, 4.4265], [-5.5228, 5.8169, 4.0824], [-7.0707, 6.4517, 3.4491], [-5.6003, 6.5313, 2.4583], [-5.3703, -5.6826, 2.5287], [-5.1495, -6.0984, 3.8717], [-3.7818, -6.4411, 4.1143], [-3.0534, -5.3228, 4.8652], [-2.9105, -4.1570, 4.0479], [-3.8501, -3.1416, 4.3867], [-6.3727, -5.2485, 2.4642], [-4.6444, -4.9270, 2.2133], [-5.3180, -6.5471, 1.8613], [-3.2667, -6.6867, 3.1778], [-3.7858, -7.3388, 4.7399], [-2.0426, -5.6647, 5.1106], [-3.5643, -5.0820, 5.8055], [-3.5650, -2.6802, 5.3384], [-4.8659, -3.5369, 4.4587], [-3.8258, -2.3774, 3.6080]],
  "forces_ev_per_a": [[-0.3, 0.2, -1.1], [0.3, -0.4, 0.5], [0.4, 0.7, -1.4], [-1.5, 2.7, 2.4], [-0.8, -1.9, -0.8], [2.2, 2.2, 2.1], [-0.2, 5.0, 5.7], [-3.4, -1.3, -1.8], [-2.2, -4.2, -4.8], [3.8, -1.2, -1.0], [-0.1, -0.2, -0.8], [0.0, 4.0, 2.8], [0.6, -5.6, -6.7], [-0.1, 0.4, -1.9], [-3.5, -1.0, -3.0], [-3.3, -2.6, 2.0], [0.0, -1.1, 3.0], [3.4, 0.7, 3.6], [3.5, 2.3, -1.9], [0.1, 1.1, -2.0], [1.0, 1.4, 1.8], [1.3, -2.2, 0.4], [-0.8, 2.1, 1.4], [0.3, -2.4, 1.1], [-2.3, 0.0, 1.2], [0.3, -1.8, -1.0], [2.2, -0.9, 0.4], [0.8, 2.3, -1.2], [-1.7, 1.6, 1.6], [-2.6, -0.1, -0.6], [0.0, -1.0, -1.1], [1.9, 1.0, 1.6], [1.0, 0.6, -2.0], [-2.3, -0.5, -1.8], [-2.3, -1.5, 0.6], [0.2, -0.7, 2.6], [2.0, 1.0, 1.2], [1.9, 1.4, -0.9], [0.0, -0.1, -0.1], [0.0, 0.3, 0.2], [-0.1, -0.3, -0.5], [0.1, 0.5, 0.3], [0.3, -0.5, -0.1], [-0.2, 0.1, 0.0], [-0.1, -0.1, 0.1], [0.0, -0.1, 0.0], [0.0, 0.2, 0.1], [0.0, 0.0, -0.2], [-0.1, 0.0, 0.0], [0.0, 0.0, 0.0], [0.1, 0.1, 0.1], [0.1, 0.0, -0.1], [0.0, 0.0, 0.0], [-0.1, 0.0, 0.1], [-0.1, 0.1, 0.2], [0.3, -0.2, -0.4], [0.1, 0.3, 0.6], [0.0, -0.2, -0.6], [-0.2, 0.2, 0.3], [0.1, -0.2, -0.1], [0.0, -0.2, 0.1], [-0.1, 0.0, 0.0], [0.0, 0.0, -0.1], [0.1, 0.1, 0.1], [0.0, 0.0, 0.0], [-0.1, 0.0, 0.0], [-0.1, 0.1, -0.1], [-0.1, 0.1, 0.0], [0.0, 0.0, 0.0], [0.0, -0.1, 0.0], [0.0, 0.0, 0.2], [0.1, 0.1, -0.5], [0.0, 0.4, 0.7], [-0.4, -0.2, -0.6], [0.2, -0.2, 0.4], [-0.1, 0.1, -0.2], [0.2, 0.0, -0.1], [0.0, -0.1, 0.0], [-0.1, 0.0, -0.1], [-0.1, 0.1, 0.0], [0.1, 0.0, 0.0], [0.0, 0.0, 0.1], [-0.1, -0.1, 0.0], [-0.1, 0.0, 0.1], [0.1, 0.0, 0.0], [0.1, 0.0, -0.1], [0.0, 0.1, 0.2], [0.0, 0.1, -0.4], [0.1, 0.3, 0.6], [-0.4, -0.2, -0.5], [0.1, -0.1, 0.5], [0.1, 0.1, -0.2], [0.2, 0.0, -0.1], [0.0, -0.1, 0.0], [-0.1, 0.0, -0.1], [0.0, 0.1, 0.1], [0.0, 0.0, 0.0], [0.0, 0.0, 0.0], [-0.1, -0.1, 0.0], [-0.1, 0.0, 0.1], [0.0, 0.0, 0.0], [0.1, -0.1, -0.1], [-0.1, 0.1, 0.2], [0.4, -0.2, -0.3], [0.0, 0.4, 0.5], [0.0, -0.1, -0.6], [-0.3, 0.2, 0.4], [0.1, -0.2, -0.1], [0.0, -0.2, 0.1], [-0.1, 0.0, 0.0], [0.0, 0.0, -0.1], [0.1, 0.1, 0.1], [0.0, 0.0, 0.0], [0.0, 0.0, 0.0], [-0.1, 0.0, -0.1], [0.0, 0.1, 0.1], [0.0, 0.0, 0.0], [0.0, -0.1, 0.0], [-0.2, 0.0, 0.2], [0.5, 0.1, -0.3], [-0.4, 0.3, 0.5], [0.2, -0.1, -0.6], [-0.4, -0.1, 0.3], [0.2, 0.0, 0.0], [0.1, -0.1, 0.1], [0.0, -0.1, 0.0], [0.0, 0.0, -0.1], [0.0, 0.1, 0.1], [0.0, 0.0, 0.0], [0.0, 0.0, 0.0], [0.0, -0.1, -0.2], [-0.1, 0.0, 0.0], [0.0, 0.0, 0.0], [0.1, -0.1, 0.0]]
}

3.
{
  "formula": "C4H3N",
  "method": "wB97M-V/def2-TZVPD",
  "relative_energy_kcal_mol": 46.6,
  "lumo_ev": 0.00,
  "fmax_ev_per_a": 4.88,
  "charge": 0,
  "smiles": "C=C=C=C=N",
  "e_homo_ev": -8.4,
  "elements": ["C", "C", "C", "C", "N", "H", "H", "H"],
  "xyz": [[-2.1734, 0.0637, -0.0548], [-0.9321, 0.3057, 0.1331], [0.3827, 0.2100, 0.1559], [1.7148, 0.1821, 0.2451], [2.8988, 0.1315, -0.0270], [-2.1801, -0.5128, -0.9996], [-3.0825, 0.4045, 0.4156], [3.3717, -0.7847, 0.1315]],
  "forces_ev_per_a": [[-1.2, -0.5, -1.7], [4.7, -0.3, 1.1], [0.6, 0.9, 0.9], [-4.1, -0.3, -1.4], [1.0, -0.9, 0.3], [-1.0, 0.3, 0.4], [0.3, -0.1, 0.2], [-0.3, 1.0, 0.2]]
}